23
Properties=species:S:1:pos:R:3:forces:R:3:mulliken_charge:R:1 method="wB97M-V/def2-TZVPD" smiles="C=C(F)[C@](C)(O)c1ccccc1" energy_ev=-15310.969 orbital_gap_ev=9.900 de_lowest_kj_mol=42.2
C 2.2113 2.3845 -0.3609 -2.46 -1.94 -0.03 -0.631
C 2.1054 1.5911 0.7880 0.87 1.43 -0.47 -0.571
C 1.2691 2.2115 -1.3442 -1.93 -1.09 -2.53 -0.559
C 1.0744 0.7021 0.8814 -0.40 -1.71 2.30 -0.488
C 0.2651 1.2318 -1.3237 1.37 -0.20 3.91 -0.349
C 0.1470 0.5208 -0.1293 0.14 -0.78 1.43 0.313
C -0.7778 -2.7509 -1.0803 0.96 0.08 1.44 -1.095
C -0.3975 -1.9449 -0.0888 -1.33 0.92 -2.02 0.410
C -1.4546 -0.6573 1.6806 -3.93 2.04 -2.40 -1.601
C -0.9819 -0.5056 0.1886 3.34 -0.80 0.08 1.245
O -1.9145 -0.1274 -0.7495 -0.32 0.23 0.29 -0.580
F 0.5599 -2.2746 0.7701 0.20 -0.38 0.37 -0.249
H 2.9048 3.0731 -0.6350 2.37 1.95 0.28 0.495
H 2.7971 1.8039 1.5873 0.10 -0.42 0.24 0.380
H 1.1715 2.7167 -2.3137 1.08 0.58 0.58 0.328
H 0.9407 0.0288 1.8228 0.49 1.56 -1.67 0.080
H -0.4614 0.9757 -1.9992 -1.28 0.23 -2.22 0.618
H -0.4630 -3.7358 -1.2645 1.21 -1.23 0.66 0.341
H -1.4146 -2.5801 -1.8749 -1.66 1.60 -1.01 0.329
H -0.8969 -1.2553 2.3161 0.96 -1.39 0.83 0.432
H -2.6022 -0.9052 1.6581 2.15 -0.41 -0.05 0.296
H -1.5556 0.3108 2.1078 0.43 1.10 0.52 0.456
H -2.5262 -0.8137 -0.6367 -2.35 -1.38 -0.52 0.400

=====

11
Properties=species:S:1:pos:R:3:forces:R:3:lowdin_spin:R:1 method="wB97M-V/def2-TZVPD" s2=0.753 energy_ev=-124700.075 multiplicity=2 orbital_gap_ev="8.987 / 8.346"
Zn 0.0647 3.9650 -0.6978 0.06 -0.31 0.07 0.726
Br 0.4518 1.7385 -0.0124 -0.08 0.42 -0.02 0.250
O -0.4646 -0.8927 2.2333 0.20 -0.05 0.31 0.005
H -0.9524 -1.6066 1.8226 -0.16 -0.18 -0.18 0.000
H -0.6272 -0.1359 1.6702 -0.04 0.21 -0.14 0.004
O -1.9570 -0.6482 -0.8066 -0.15 -0.41 0.02 0.003
H -2.5407 0.0025 -0.4166 -0.17 0.18 0.07 0.000
H -1.1077 -0.2095 -0.8565 0.26 0.19 -0.10 0.002
O 2.6433 -0.6534 -1.2524 0.22 -0.06 -0.25 0.005
H 1.8958 -0.1222 -0.9779 -0.15 0.22 0.08 0.004
H 2.5941 -1.4376 -0.7058 0.02 -0.22 0.14 0.000

=====

79
Properties=species:S:1:pos:R:3:forces:R:3:mulliken_charge:R:1 method="wB97M-V/def2-TZVPD" energy_ev=-70557.097 total_charge=-2 orbital_gap_ev=5.868 de_lowest_kj_mol=4.7
Na 0.4074 -0.5223 -0.9749 -0.38 0.09 0.62 0.913
C 3.8563 2.4136 0.9700 -0.02 0.02 0.03 -1.575
C 2.5778 1.6234 0.9067 -0.01 0.05 -0.02 0.456
N 1.7691 1.6264 -0.0880 0.08 -0.15 -0.06 0.659
N 2.0027 2.4939 -1.1061 0.04 0.01 -0.01 -0.998
C 1.2790 2.1811 -2.1872 0.00 0.02 0.10 -0.024
O 0.6103 1.1554 -2.4047 0.01 0.29 -0.33 -0.852
C 1.3171 3.2440 -3.2654 0.03 -0.02 -0.03 0.547
C 0.5380 3.0639 -4.4034 0.01 -0.01 -0.01 -0.475
C 0.5247 4.0181 -5.4114 0.00 0.00 0.00 -0.675
C 1.3006 5.1637 -5.2973 0.00 0.00 0.00 -0.267
C 2.0871 5.3473 -4.1661 0.00 0.00 0.00 -0.680
C 2.0928 4.3958 -3.1565 -0.01 0.01 0.01 -0.058
C 2.2060 0.7530 2.0465 0.01 -0.01 0.03 0.744
C 3.1727 0.2747 2.9375 -0.01 -0.02 -0.01 -0.890
C 2.7852 -0.5492 3.9800 0.01 0.00 0.00 -0.392
C 1.4462 -0.8750 4.1203 -0.02 0.00 -0.01 -0.746
C 0.5545 -0.3447 3.1966 0.01 -0.04 0.01 -0.201
N 0.9101 0.4516 2.1999 0.01 0.04 -0.01 0.057
H 3.8578 3.1375 0.1592 0.00 0.00 0.00 0.294
H 4.7264 1.7609 0.8474 0.00 0.01 -0.01 0.283
H 3.9627 2.9302 1.9282 0.00 -0.01 0.00 0.361
H -0.0474 2.1563 -4.4754 -0.01 0.00 0.00 0.402
H -0.0911 3.8652 -6.2902 0.00 0.00 0.00 0.368
H 1.2945 5.9086 -6.0850 0.00 0.00 0.00 0.352
H 2.6983 6.2380 -4.0711 0.00 0.00 0.00 0.356
H 2.6922 4.5243 -2.2658 0.00 0.00 0.00 0.398
H 4.2146 0.5280 2.7952 0.00 0.00 -0.01 0.306
H 3.5248 -0.9436 4.6675 0.00 0.00 0.00 0.378
H 1.0959 -1.5309 4.9061 0.00 0.00 0.00 0.416
H -0.5035 -0.5822 3.2565 0.00 0.00 0.00 0.446
N -1.3324 1.5845 0.0706 -0.13 -0.02 0.02 -0.046
C -2.2896 2.4292 -0.6011 0.05 0.00 -0.02 -0.649
C -3.2357 1.6067 -1.4758 -0.01 0.00 0.00 -0.661
N -2.5922 0.6568 -2.3771 -0.03 -0.01 0.01 -0.713
H -1.7377 0.7855 0.5443 -0.04 0.03 0.01 0.107
H -0.6894 2.0740 0.6735 0.09 -0.10 -0.02 0.097
H -1.7344 3.1240 -1.2455 0.00 0.00 0.00 0.315
H -2.9127 3.0524 0.0675 -0.01 0.00 0.00 0.348
H -3.8515 2.3092 -2.0521 -0.01 -0.01 0.00 0.348
H -3.9183 1.0414 -0.8343 0.00 0.01 0.02 0.330
H -1.6808 1.0171 -2.6519 0.02 -0.02 0.01 0.245
H -2.3933 -0.1832 -1.8411 0.01 0.01 -0.01 0.413
C 1.5305 -7.7247 -2.3053 -0.03 0.03 0.06 -0.718
O 1.5224 -8.3552 -1.0275 0.01 0.03 -0.09 -0.481
C 0.5492 -7.9735 -0.1531 0.01 0.01 -0.02 0.953
C 0.6368 -8.4986 1.1338 0.00 0.02 0.01 -0.719
C -0.3006 -8.1530 2.0882 -0.03 -0.02 -0.02 0.129
C -1.3288 -7.2584 1.7981 -0.10 -0.06 -0.01 -0.546
C -1.4353 -6.7768 0.4972 0.00 0.00 0.06 -0.232
C -0.5049 -7.1237 -0.4728 0.01 -0.02 0.01 -0.301
N -2.2922 -7.0269 2.8329 -0.05 0.09 -0.01 -0.703
N -2.8499 -5.9144 3.0237 0.13 -0.06 -0.08 -0.541
C -2.4812 -4.7020 2.4249 -0.02 -0.07 0.00 0.008
C -3.5516 -3.8493 2.1646 -0.02 0.02 -0.02 -0.220
C -3.4415 -2.6890 1.4248 -0.02 -0.02 0.06 -1.098
C -2.1906 -2.2503 0.9092 0.05 0.04 -0.02 0.048
O -2.0475 -1.2328 0.1968 -0.02 -0.07 -0.07 -0.419
C -1.0191 -3.0612 1.3195 0.00 0.02 0.02 -0.136
N 0.1826 -2.5773 0.9526 0.03 0.06 -0.11 0.342
C 1.2694 -3.2109 1.3213 0.02 0.03 0.01 -0.611
C 1.2388 -4.3527 2.1343 -0.01 0.01 0.02 -1.305
C 0.0263 -4.8608 2.5156 0.04 0.05 0.08 -0.567
C -1.1654 -4.2447 2.0795 0.03 -0.01 -0.02 1.219
H 2.3992 -8.1180 -2.8271 0.00 -0.01 0.01 0.205
H 1.6265 -6.6393 -2.2291 0.00 0.02 0.00 0.321
H 0.6268 -7.9763 -2.8712 0.04 0.01 0.02 0.313
H 1.4546 -9.1698 1.3653 0.00 0.00 0.00 0.376
H -0.2436 -8.5614 3.0906 0.00 0.00 0.00 0.379
H -2.2338 -6.0958 0.2367 -0.02 0.03 0.01 0.363
H -0.5947 -6.6953 -1.4601 0.01 0.01 -0.02 0.366
H -4.5233 -4.1757 2.5226 0.00 0.01 -0.01 0.346
H -4.3128 -2.0846 1.2038 0.00 0.00 0.00 0.406
H 2.2108 -2.7994 0.9712 -0.01 -0.01 -0.02 0.723
H 2.1636 -4.8201 2.4492 0.00 0.00 0.00 0.431
H -0.0219 -5.7323 3.1540 0.02 0.08 0.01 0.675
O 2.4099 -4.2855 -3.0441 -0.03 -0.09 0.01 -0.633
S 2.7136 -3.1797 -2.0940 0.02 0.03 -0.01 0.106
N 1.7745 -2.0973 -1.8133 0.23 -0.30 -0.12 -0.514